1.
Computed, not measured: a 8-piece molecular cluster, C34H70BO10 overall, with ωB97M-V with the def2-TZVPD basis set.

E: -2114.677179 Eh
HOMO: -0.1385 Ha
energy above the lowest of the compared OMol25 structures with the same formula, charge and spin: 0.0 kcal/mol
LUMO: 0.091 hartree
net charge: -1
HOMO-LUMO gap: 6.23 eV
M: 649.74 g/mol

Last column: Mulliken charge in e.
Cartesian coordinates (Å):
O  -4.66713  -1.49102  -1.95172  -0.400
O  6.27171  1.21869  1.98840  -0.363
O  2.72595  2.74456  -1.72296  -0.578
O  5.88666  -1.87033  -0.71685  -0.127
O  -2.36352  0.97091  -0.33424  -0.506
O  2.40780  -1.50599  -3.07262  -0.330
O  -0.59511  1.22111  -1.88624  -0.902
O  -0.50971  -5.41250  -3.40029  -0.498
O  -2.70067  4.30731  2.68311  -0.398
O  -7.43125  -1.17018  2.97938  -0.386
C  3.75520  -2.89715  -4.41481  -0.484
C  1.89552  3.28726  -0.70407  -0.479
C  7.27013  -1.59770  -0.53411  -0.488
C  -4.81493  5.18431  3.24372  -0.707
C  3.54483  -2.35991  -3.00307  0.003
C  5.94681  3.54030  2.27903  -0.562
C  -1.61704  -5.29406  -2.50207  -0.511
C  -1.39532  -4.01268  -1.70962  -0.175
C  -6.78648  -1.94512  3.98700  -0.404
C  6.58838  -3.02052  1.22174  -0.701
C  6.74162  3.30726  0.99388  -0.570
C  -5.43383  -2.51270  -1.34159  -0.435
C  0.42226  3.30350  -1.10502  -0.896
C  -6.38577  -1.79481  -0.38554  -0.247
C  2.67996  1.31893  -1.79490  0.771
C  2.07654  -1.22172  -4.42789  -0.293
C  3.25473  -1.72338  -5.25870  -0.726
C  7.25993  1.89186  1.21380  -0.194
C  -3.38309  5.54101  2.85780  -0.423
C  0.21392  -4.17349  -3.42743  0.172
C  5.33446  2.16433  2.51247  -0.131
C  5.37172  -2.56627  0.42022  -0.345
C  7.57291  -1.88839  0.92979  -0.136
C  -0.66213  -3.14655  -2.72585  0.175
C  -6.60717  -0.46655  -1.10647  -0.609
C  -7.31880  0.21971  3.28001  -0.286
C  3.38937  0.61750  -0.62743  -0.088
C  -4.60637  3.87132  3.99717  -0.198
C  -5.98487  -0.95976  4.83048  -0.612
C  -1.73341  2.21187  -0.20079  -0.804
C  -6.84182  0.30146  4.72560  -0.308
C  -5.21740  -0.20251  -1.67952  -0.068
C  -3.49090  3.22532  3.18138  -0.328
C  -0.33089  2.01920  -0.75456  0.956
B  -1.51140  0.17885  -1.31855  1.020
H  3.17715  1.06627  -2.73182  0.145
H  -6.59227  0.67775  2.59971  0.106
H  2.27998  4.28846  -0.49128  0.417
H  -5.83571  -1.30661  5.85238  0.361
H  -6.16282  -2.69764  3.50248  0.269
H  -1.82346  2.61537  0.81439  0.131
H  5.19253  4.32074  2.19054  0.352
H  -5.89134  -1.61308  0.57035  -0.004
H  1.99513  2.70001  0.21918  0.265
H  6.96733  -3.97166  0.84029  0.278
H  1.15158  -1.74161  -4.69042  0.193
H  2.72172  -0.06278  -0.09650  0.328
H  7.40715  1.34823  0.28009  0.047
H  -5.50032  3.24917  4.04429  0.052
H  -0.75786  -4.20042  -0.84230  0.307
H  -2.12463  -0.44556  -2.16643  -0.390
H  -5.00600  -0.78651  4.37980  0.276
H  4.75139  -3.39147  0.06809  0.284
H  7.86163  -2.23927  -1.19892  0.301
H  3.34917  -3.14481  -2.26879  -0.020
H  -6.29278  1.21923  4.93359  0.151
H  -0.10856  -2.32821  -2.26729  -0.156
H  2.96599  -1.99932  -6.27287  0.383
H  0.35022  3.45509  -2.18383  0.269
H  4.26340  0.05629  -0.95859  -0.094
H  -2.85169  2.56427  3.76720  0.355
H  -5.29702  5.96199  3.83593  0.372
H  4.79398  -3.16495  -4.60976  0.380
H  -3.31988  6.11020  1.92878  0.289
H  -1.37853  -2.70854  -3.42312  0.205
H  7.45302  -0.55850  -0.81274  0.190
H  -4.56237  0.31368  -0.97135  0.021
H  -3.88820  2.65546  2.33550  0.159
H  1.90105  -0.14943  -4.52666  0.263
H  3.72765  1.36291  0.09578  -0.387
H  0.26409  1.41073  -0.04516  -0.069
H  -2.32089  -3.55682  -1.36202  -0.087
H  6.36655  -3.13946  2.28156  0.375
H  8.61870  -2.15218  1.08897  0.408
H  -8.28950  0.69037  3.11641  0.315
H  -4.27160  4.06950  5.01822  0.285
H  4.38539  2.05903  1.98085  -0.095
H  -0.80138  -0.64687  -0.64499  -0.292
H  1.16698  -4.30799  -2.90008  -0.181
H  -7.34659  -0.58579  -1.90340  0.274
H  7.54358  4.02790  0.83732  0.373
H  5.16772  1.93899  3.56681  0.310
H  -5.41559  5.01094  2.34872  0.284
H  4.74482  -1.88352  1.00188  0.198
H  -6.94235  0.33340  -0.44546  0.312
H  -0.06659  4.15485  -0.61353  0.238
H  -5.97864  -3.08411  -2.10583  0.244
H  3.13387  -3.77927  -4.58668  0.235
H  -7.54602  -2.45814  4.58854  0.280
H  -7.30145  -2.35364  -0.19018  0.394
H  -1.65401  -6.19123  -1.87944  0.309
H  4.40212  -1.77696  -2.65597  0.039
H  1.64766  0.97525  -1.89174  -0.256
H  4.02765  -0.95316  -5.31948  0.306
H  -2.54487  -5.23966  -3.08384  0.266
H  -5.23040  0.37001  -2.60844  0.252
H  6.62068  3.80264  3.09820  0.274
H  8.20643  1.89304  1.76851  0.284
H  -2.21560  2.94934  -0.87917  0.180
H  -7.68965  0.24486  5.41222  0.285
H  7.32691  -1.02656  1.55201  -0.085
H  -4.75798  -3.19518  -0.81968  0.234
H  -2.89343  6.11959  3.65108  0.247
H  0.42892  -3.92384  -4.46882  0.133
H  6.07649  3.33590  0.12889  0.228


2.
Computed, not measured: C34H70CuN6O12 as an isolated structure in a non-equilibrium geometry, with ωB97M-V with the def2-TZVPD basis set.

expectation value of S²: 0.7527
E: -4208.679365 Eh
HOMO (spin up / spin down): -0.4197 / -0.4197 Ha
2S+1: 2
LUMO (spin up / spin down): -0.209 / -0.292 hartree
net charge: +2
HOMO-LUMO gap (spin up / spin down): 5.74 / 3.47 eV
M: 818.51 g/mol

Last column: Mulliken charge in e.
Cartesian coordinates (Å):
Cu  -2.25692  0.57579  -2.18771  -0.238
O  -2.23658  2.57693  -1.47457  0.018
O  4.32285  -0.40147  0.84458  -0.365
O  2.97260  -3.87510  -0.05779  -0.563
O  -7.41422  1.20693  -2.44399  -0.291
O  -0.35204  0.18271  -1.51619  -0.813
O  3.26250  1.80857  -3.23779  -0.374
O  -2.60340  0.11907  -0.12607  -0.002
O  -2.70770  -1.18118  5.40334  -0.558
O  -1.16022  4.24527  2.48102  -0.559
O  2.62654  5.25861  -8.03612  -0.355
O  -0.32401  -1.42627  3.62160  -0.545
O  1.96789  -1.88327  1.84366  -0.950
N  -2.52746  -3.42787  0.88094  0.515
N  -4.50287  0.95159  -2.34914  0.217
N  4.14916  -1.80446  4.89486  0.349
N  -0.71689  -4.53631  1.30317  0.182
N  4.05547  2.65729  -5.78811  -0.294
N  2.37766  -1.53254  6.19127  0.148
C  -1.44875  -0.49982  1.91945  -0.877
C  4.98761  2.59623  -4.68068  -0.916
C  -0.28723  -1.09429  2.41240  0.489
C  -1.97191  -3.76791  -0.30369  -0.585
C  -6.79897  0.05216  -2.93717  -0.664
C  -0.75236  -4.31055  -0.06133  -0.444
C  -3.56849  3.13658  -1.47487  -0.592
C  -4.65855  -3.41669  2.07231  -1.134
C  0.38652  -5.09669  2.11112  -0.706
C  -3.80951  -2.69342  1.01643  0.389
C  5.56419  0.00954  3.97900  -1.223
C  -8.55612  1.68928  -3.14964  -0.761
C  3.39412  -2.05975  6.97321  -0.405
C  -1.23583  3.50822  -1.85612  -0.552
C  0.98145  -1.32904  6.60182  -0.858
C  -0.28370  -0.27420  -0.34016  0.560
C  -1.76487  -3.91190  1.87581  -0.543
C  4.45432  -2.25371  6.16591  -0.502
C  5.13042  -0.96373  -0.19950  -0.555
C  0.86820  -0.83593  0.18538  -0.511
C  0.90197  -1.32616  1.48126  0.179
C  -2.91484  -2.57500  5.68907  -0.530
C  -5.48430  -0.15694  -2.14353  -0.797
C  3.01704  3.98249  -7.57997  -0.509
C  5.04713  -1.41416  3.82225  0.058
C  2.85646  -1.40930  4.95481  -0.067
C  -4.59455  1.99625  -1.29866  -0.723
C  2.71939  1.81344  -1.91979  -0.467
C  1.46322  5.79253  -7.38737  -0.648
C  -1.76092  3.03131  2.08604  0.141
C  3.77733  4.02978  -6.24649  -0.412
C  4.35016  2.72938  -3.30445  -0.313
C  -1.57084  -0.18052  0.52404  1.023
C  2.77839  -3.62866  -1.43719  -0.539
H  3.16437  2.27730  -5.49470  0.278
H  0.78689  4.93270  -7.35500  0.309
H  -4.90290  1.33607  -3.20493  0.292
H  2.66145  -4.61678  -1.88062  0.352
H  4.69790  4.59751  -6.36687  0.298
H  3.27060  -2.28121  8.01877  0.458
H  3.51748  1.66813  -1.19055  0.387
H  3.57232  -3.04617  -1.91144  0.257
H  -1.17958  4.30634  -1.10814  0.325
H  5.91596  -2.07072  3.81552  0.321
H  1.06046  -0.85955  7.58245  0.399
H  -1.69636  2.97206  0.99605  -0.182
H  6.41164  0.22057  3.32906  0.410
H  2.18801  2.76422  -1.79731  0.256
H  3.12404  4.51551  -5.50841  0.222
H  4.80928  0.78164  3.84547  0.298
H  5.99008  0.09068  4.98395  0.420
H  -3.59461  -1.69071  1.37109  -0.328
H  -1.77066  4.98455  2.45763  0.321
H  0.09881  -6.10354  2.41585  0.352
H  1.20678  -5.18675  1.40213  0.342
H  -4.13845  -3.42005  3.02642  0.045
H  5.80075  3.31654  -4.80531  0.416
H  -3.61733  3.85380  -0.65590  0.371
H  2.77306  -3.09267  0.47691  0.336
H  6.14456  -0.77022  0.15658  0.317
H  -4.60030  1.51151  -0.32745  0.397
H  2.28834  -0.95419  4.15876  0.267
H  -7.36895  -0.85786  -2.73851  0.357
H  -2.85173  -2.66117  6.77367  0.321
H  -1.97714  -1.13941  4.77496  0.391
H  -8.79240  0.93808  -3.90631  0.356
H  2.17334  3.29953  -7.42243  0.317
H  -5.03680  -1.12226  -2.37150  0.316
H  5.45413  -2.55413  6.43159  0.447
H  5.54976  1.65932  -4.75789  0.375
H  -0.26006  3.02527  -1.85246  -0.011
H  4.06764  3.73545  -2.98193  0.333
H  -1.90950  -3.90536  2.94196  0.378
H  -5.68242  -3.05187  2.10962  0.434
H  -5.54292  2.53600  -1.37950  0.540
H  -8.34968  2.60181  -3.71612  0.281
H  -3.67728  3.65664  -2.42926  0.428
H  0.09825  -4.60968  -0.65046  0.609
H  3.61192  -0.99517  1.12047  0.311
H  3.69058  3.57169  -8.32887  0.309
H  1.98481  1.01309  -1.85362  -0.139
H  -2.79838  2.91324  2.41845  0.326
H  -4.27362  -2.67212  0.03492  0.248
H  1.62981  6.34521  -6.46101  0.236
H  5.18351  2.49223  -2.62756  0.319
H  -6.53996  0.29905  -3.97409  0.479
H  1.85679  -3.05876  -1.62162  0.127
H  0.44556  -2.26914  6.60515  0.307
H  0.57948  -0.52914  5.98665  0.316
H  -4.78456  -4.46249  1.77742  0.401
H  0.54077  -4.51052  3.01063  0.203
H  -1.47876  3.94178  -2.83066  0.333
H  -9.37682  1.92896  -2.48048  0.261
H  -5.77603  -0.15334  -1.09116  0.235
H  5.08249  -2.04412  -0.34381  0.251
H  -1.30666  2.15189  2.54030  -0.062
H  -2.33486  -3.45280  -1.26711  0.475
H  -2.32902  -0.42560  2.54274  0.684
H  1.74005  -0.83108  -0.45308  0.472
H  1.12561  6.51391  -8.13545  0.247
H  4.49313  -1.52184  2.89464  -0.145
H  4.92331  -0.43456  -1.12993  0.133
H  -3.86267  -2.95877  5.31812  0.253
H  -2.05187  -3.12165  5.29683  0.082